No. 1
Entry from OMol25: a cluster of 7 separate species, C56H102N9O4 in total (wB97M-V/def2-TZVPD).

## Properties
E, hartree: -2985.65321
Molecular weight, g/mol: 965.49
HOMO energy, eV: -21.751
Frontier orbital gap, eV: 5.79

Geometry as ORCA input:
```
! RIJCOSX wB97M-V def2-TZVPD def2/J DEFGRID3
* xyz 7 1
C 14.6175 11.4438 22.6150
N 15.9342 11.6786 23.2042
C 16.0229 12.2729 24.3934
C 17.2655 12.7127 24.9390
C 18.4775 12.4517 24.2172
C 18.2983 11.8535 22.9669
C 17.0621 11.4293 22.4794
C 19.8773 12.9406 24.6860
C 20.9703 12.1299 24.4263
C 22.2554 12.4558 24.8244
N 22.4551 13.5832 25.5576
C 21.4298 14.4194 25.8770
C 20.1302 14.1316 25.4316
C 23.8241 13.9290 26.0217
H 14.1706 12.2660 22.0561
H 13.9541 11.2246 23.4517
H 14.6924 10.5456 22.0020
H 15.1304 12.4869 24.9628
H 17.1585 13.3428 25.8096
H 19.0912 11.6399 22.2654
H 16.8696 10.8351 21.5984
H 20.7025 11.2249 23.9012
H 23.0192 11.7126 24.6493
H 21.7027 15.3687 26.3137
H 19.3181 14.8147 25.6324
H 24.4334 13.1872 25.5054
H 23.8154 13.7506 27.0970
H 23.9877 14.9756 25.7647
C 10.5072 10.3082 12.8325
N 10.3886 10.7750 14.2471
C 9.2775 11.4337 14.5953
C 9.1601 11.8765 15.8519
C 10.1758 11.7733 16.8304
C 11.3973 11.1677 16.3816
C 11.4528 10.7027 15.0637
C 9.9553 12.3938 18.2278
C 10.9903 13.0813 18.9200
C 10.7197 13.6348 20.1366
N 9.4674 13.5321 20.6872
C 8.4509 12.8787 20.0850
C 8.6740 12.2961 18.8346
C 9.2513 14.2460 21.9391
H 9.5070 10.3009 12.3992
H 10.8165 9.2644 12.8877
H 11.1025 11.0705 12.3300
H 8.6232 11.7584 13.7998
H 8.3098 12.5269 15.9946
H 12.2514 10.8817 16.9775
H 12.3482 10.2451 14.6697
H 11.9543 13.2257 18.4549
H 11.3672 14.3360 20.6421
H 7.4573 12.8205 20.5044
H 7.8496 11.7931 18.3512
H 8.1857 14.3578 22.1394
H 9.5982 15.2643 21.7635
H 9.7840 13.7223 22.7329
C 18.0308 8.5212 13.1500
C 17.2078 8.8439 14.4003
C 16.7054 7.6773 15.1661
N 16.0331 8.0197 16.5734
C 14.7684 8.8469 16.2212
C 15.6059 6.6959 17.2004
C 15.4390 7.1221 18.7007
C 16.6512 8.0138 18.9755
C 16.9413 8.6914 17.5579
H 18.8421 7.8643 13.4640
H 18.5089 9.4289 12.7817
H 17.4864 8.1140 12.2981
H 16.4070 9.4914 14.0431
H 17.8790 9.4316 15.0264
H 17.4873 6.9358 15.3305
H 15.9673 7.1550 14.5575
H 15.0902 9.7731 15.7450
H 14.2511 9.1468 17.1326
H 14.1406 8.3351 15.4918
H 14.6803 6.3565 16.7354
H 16.3649 5.9548 16.9499
H 14.5859 7.7829 18.8541
H 15.4004 6.3734 19.4920
H 16.5475 8.7342 19.7869
H 17.5400 7.4000 19.1215
H 16.7757 9.7666 17.4899
H 17.9497 8.3930 17.2713
C 11.7188 15.1071 16.1505
C 13.1901 14.7281 15.6802
C 13.2427 14.4784 14.1339
N 14.6373 13.9600 13.6550
C 15.8436 14.7788 14.0592
C 14.5667 13.8934 12.0938
C 14.6059 12.3987 11.6825
C 15.3636 11.7483 12.8184
C 14.8359 12.4915 14.0807
H 11.3014 16.0283 15.7439
H 11.6344 15.4026 17.1963
H 11.0243 14.2723 16.0560
H 13.4849 13.8438 16.2452
H 13.9055 15.4589 16.0576
H 13.1050 15.3660 13.5163
H 12.4724 13.7423 13.9040
H 16.7363 14.4352 13.5365
H 16.0556 14.6488 15.1205
H 15.7041 15.8311 13.8117
H 15.4168 14.4288 11.6710
H 13.7491 14.4645 11.6540
H 15.1608 12.3776 10.7446
H 13.5904 12.0054 11.6374
H 16.3927 12.0320 12.5982
H 15.1609 10.6804 12.8991
H 15.4687 12.4007 14.9635
H 13.8659 12.0710 14.3461
C 16.6534 16.3602 23.8643
C 16.7530 15.6198 22.5547
C 16.3178 16.4266 21.3203
N 15.8969 15.5720 20.0746
C 14.5002 15.0245 20.3693
C 17.0239 14.5058 19.8186
C 17.1410 14.3779 18.3645
C 17.0220 15.8475 17.9080
C 15.9629 16.4636 18.7929
H 17.3293 17.2099 23.9610
H 16.7861 15.6488 24.6794
H 15.6227 16.6041 24.1216
H 16.0912 14.7551 22.6028
H 17.7605 15.2078 22.4970
H 17.0805 17.1480 21.0268
H 15.4090 17.0154 21.4451
H 14.2595 14.3088 19.5831
H 13.7739 15.8353 20.3138
H 14.4464 14.5008 21.3237
H 16.8146 13.5547 20.3082
H 17.9440 14.9951 20.1380
H 16.3470 13.7907 17.9031
H 18.0919 13.9470 18.0510
H 16.7740 15.8568 16.8466
H 17.9471 16.3950 18.0881
H 14.9620 16.4023 18.3656
H 16.1676 17.4991 19.0646
C 9.3360 8.5484 19.7138
C 9.4449 8.1084 21.1849
N 10.8304 8.4315 21.8102
C 11.9207 7.7391 20.9461
C 11.2164 9.8968 21.8689
C 10.0675 10.8549 22.3520
C 10.9270 7.9058 23.2551
C 10.1629 6.6139 23.6549
O 10.6323 5.5722 22.7230
C 10.1477 4.2570 23.0254
H 8.2820 8.4894 19.4422
H 10.0511 8.0954 19.0272
H 9.6047 9.5939 19.5632
H 9.3669 7.0405 21.3886
H 8.6669 8.5746 21.7895
H 11.7330 6.6654 20.9458
H 12.8495 8.0553 21.4210
H 11.8815 8.1237 19.9270
H 11.4322 10.2274 20.8530
H 12.1615 9.9210 22.4114
H 10.4183 11.8814 22.2456
H 9.6515 10.7164 23.3500
H 9.1955 10.7203 21.7121
H 10.4549 8.7382 23.7770
H 11.9839 7.8833 23.5205
H 9.1065 6.8623 23.5522
H 10.5047 6.5025 24.6839
H 9.2215 4.2937 23.5989
H 10.7915 3.5923 23.6013
H 9.9432 3.7350 22.0906
N 14.4807 11.3033 19.0345
O 14.3402 11.8488 17.9281
O 15.4134 11.7167 19.6789
O 13.9156 10.2532 19.3995
*
```

Mulliken population analysis, charges in e, atoms 1 to 5:
1 C -1.05
2 N 0.31
3 C 0.00
4 C -0.87
5 C 0.74


No. 2
Entry from OMol25: a structure of composition C56H111F12N7O18S6Sr (wB97M-V/def2-TZVPD).

## Properties
<S²>: 0.75
E, hartree: -7555.22760
Molecular weight, g/mol: 1678.53
HOMO energy (spin up / spin down), eV: -9.293 / -9.293
Frontier orbital gap (spin up / spin down), eV: 4.86 / 2.15

Geometry as ORCA input:
```
! RIJCOSX wB97M-V def2-TZVPD def2/J DEFGRID3
* xyz 1 2
Sr 16.9897 -16.3683 5.9444
C 17.2234 -14.5312 1.8602
F 16.8902 -14.9156 0.5508
F 18.4982 -14.9265 2.1264
F 17.0355 -13.1816 1.9880
S 16.0473 -15.2668 3.1028
O 14.6663 -15.1987 2.6704
O 16.4679 -16.6125 3.1886
N 16.3856 -14.4350 4.5603
S 15.4147 -13.2645 4.7684
O 14.8156 -12.7241 3.5591
O 14.3627 -13.5757 5.7212
C 16.4257 -11.8370 5.4660
F 16.9497 -12.1568 6.6226
F 17.3531 -11.3834 4.5686
F 15.4662 -10.9149 5.7069
C 16.9525 -13.1806 9.8463
F 15.9979 -13.8834 9.0754
F 18.0615 -12.8221 9.1897
F 16.3759 -12.1006 10.2394
S 17.2961 -14.2203 11.4211
O 17.5511 -15.5942 10.8819
O 18.4768 -13.7019 12.0503
N 15.6978 -14.0073 12.3078
S 15.8423 -12.7241 13.1582
O 16.9176 -11.7879 12.8767
O 14.6015 -12.0049 13.3839
C 16.3898 -13.3496 14.9088
F 17.2678 -12.3874 15.4481
F 15.2958 -13.3300 15.6697
F 17.0303 -14.5283 14.8823
C 10.0056 -9.5979 5.5008
C 10.5321 -9.7230 3.9578
C 11.6583 -10.7322 3.9887
C 11.2572 -12.2578 3.9012
C 10.3689 -12.4759 2.7753
C 9.1461 -11.5661 2.7734
N 9.4502 -10.1448 2.9928
O 8.3284 -9.3339 3.0480
C 8.3854 -11.7640 1.4016
C 8.2895 -12.2681 3.9346
C 11.0601 -8.3465 3.5083
H 8.9762 -9.2400 5.5176
H 10.7622 -9.0853 6.0948
H 10.0207 -10.5493 6.0324
H 12.4110 -10.5548 3.2205
H 12.2374 -10.5581 4.8956
H 10.8383 -12.4478 4.8894
H 12.2032 -12.7921 3.8128
H 9.9391 -13.4768 2.7347
H 10.9960 -12.3695 1.8901
H 8.9657 -12.5680 0.9491
H 7.3843 -12.1679 1.5523
H 8.3367 -10.9913 0.6343
H 8.0707 -13.3329 3.8543
H 8.5697 -11.8773 4.9128
H 7.3066 -11.8010 3.9965
H 11.4575 -8.5743 2.5192
H 11.7625 -7.9123 4.2198
H 10.2037 -7.6759 3.5788
H 8.3385 -9.0511 2.1307
C 20.1747 -6.8883 3.1066
C 21.4345 -6.8466 4.0659
C 21.3189 -5.6987 5.0951
C 20.2295 -6.0748 6.1210
C 20.9566 -7.3455 6.7868
C 21.0137 -8.6680 5.9344
N 21.6635 -8.1573 4.7453
O 21.8496 -9.1454 3.8356
C 21.9839 -9.6323 6.7141
C 19.6328 -9.3389 5.7259
C 22.7138 -6.2917 3.2237
H 20.1742 -7.2788 2.0890
H 20.0004 -5.8200 2.9785
H 19.2404 -7.2422 3.5423
H 22.2368 -5.4978 5.6475
H 21.1102 -4.8077 4.5029
H 19.3813 -6.3956 5.5162
H 19.9161 -5.2421 6.7506
H 20.3362 -7.6075 7.6438
H 22.0102 -7.1787 7.0105
H 22.2219 -9.4139 7.7551
H 21.7068 -10.6534 6.4522
H 22.9904 -9.6612 6.2967
H 19.7875 -10.3879 5.9785
H 18.8876 -8.8894 6.3822
H 19.2673 -9.4212 4.7023
H 23.6163 -6.3086 3.8348
H 22.5507 -5.2879 2.8314
H 22.9755 -6.9376 2.3855
H 20.9550 -9.2967 3.5218
C 15.1173 -3.9869 4.2541
C 16.4236 -4.8500 4.6031
C 16.2837 -5.3628 6.0493
C 15.7601 -6.8594 6.1096
C 14.9301 -7.3051 4.9113
C 15.6626 -7.1071 3.5572
N 16.5364 -5.8746 3.5462
O 16.8575 -5.3116 2.2939
C 16.6386 -8.3183 3.4810
C 14.6600 -7.1865 2.4797
C 17.7134 -3.9480 4.5215
H 14.1621 -4.4258 4.5425
H 15.0130 -3.6939 3.2094
H 15.1577 -3.0673 4.8379
H 17.2198 -5.1586 6.5690
H 15.5533 -4.8472 6.6729
H 15.2053 -7.0400 7.0303
H 16.6368 -7.4603 6.3514
H 13.8757 -7.0377 4.9801
H 14.8893 -8.3590 5.1863
H 17.4901 -8.1269 4.1340
H 16.2843 -9.3438 3.5856
H 17.1354 -8.3282 2.5108
H 13.9424 -6.3733 2.5886
H 15.0945 -7.0546 1.4887
H 13.9564 -8.0189 2.4897
H 18.4917 -4.5185 5.0283
H 17.5864 -2.9912 5.0279
H 18.0893 -3.7173 3.5247
H 16.2596 -4.5781 2.1322
C 14.2523 -21.7066 -0.2097
C 14.4874 -20.4867 0.6553
C 15.7638 -20.6103 1.4289
C 17.0638 -20.4316 0.6086
C 17.0840 -19.0480 -0.1308
C 15.7495 -18.7268 -0.9102
N 14.5501 -19.2083 -0.1825
O 13.3427 -18.9692 -0.8501
C 15.5808 -17.1954 -0.9927
C 15.8490 -19.2670 -2.3379
C 13.3440 -20.2080 1.7142
H 15.0048 -21.8080 -0.9918
H 13.2019 -21.8489 -0.4636
H 14.4332 -22.5476 0.4597
H 15.6708 -19.8979 2.2486
H 15.7504 -21.6461 1.7679
H 17.0847 -21.1744 -0.1888
H 17.9593 -20.4969 1.2266
H 17.9870 -19.0148 -0.7404
H 17.3137 -18.3036 0.6316
H 15.4688 -16.8172 0.0234
H 16.4947 -16.7850 -1.4221
H 14.7086 -17.0355 -1.6266
H 15.0346 -18.8956 -2.9600
H 16.8557 -19.0296 -2.6820
H 15.6627 -20.3406 -2.3644
H 12.3252 -20.1107 1.3390
H 13.5423 -19.2635 2.2207
H 13.4457 -20.7742 2.6400
H 12.7746 -18.9097 -0.0785
C 17.5521 -11.4149 -3.6339
C 16.0644 -11.4110 -4.0815
C 15.5554 -12.8246 -4.3585
C 15.4889 -13.6710 -3.0145
C 14.3430 -12.9895 -2.0476
C 14.7828 -11.5231 -1.7970
N 15.0719 -10.8517 -3.1207
O 15.0651 -9.5309 -3.0497
C 13.5645 -10.9164 -1.2946
C 15.8262 -11.4472 -0.6236
C 15.9084 -10.6328 -5.4098
H 17.8018 -12.1840 -2.9031
H 17.7289 -10.3635 -3.4071
H 17.9907 -11.7145 -4.5857
H 14.5186 -12.9081 -4.6843
H 16.2770 -13.3259 -5.0036
H 16.3832 -13.7298 -2.3941
H 15.2016 -14.6782 -3.3162
H 14.2504 -13.5981 -1.1480
H 13.3736 -13.0812 -2.5375
H 12.8098 -10.9331 -2.0808
H 13.2526 -11.5994 -0.5045
H 13.6109 -9.8542 -1.0546
H 16.8541 -11.7685 -0.7917
H 16.0010 -10.4143 -0.3225
H 15.4841 -12.0803 0.1951
H 16.4562 -10.9332 -6.3030
H 16.0690 -9.5689 -5.2353
H 14.8857 -10.6614 -5.7859
H 14.1108 -9.4262 -3.0446
C 20.6368 -13.0000 7.5294
S 19.9382 -14.5267 6.8183
O 18.6320 -14.9795 7.4696
C 19.7608 -13.7772 5.1448
H 19.9514 -12.1526 7.5393
H 21.4781 -12.6972 6.9059
H 21.2000 -13.2136 8.4379
H 20.1103 -14.5137 4.4213
H 20.1311 -12.7668 4.9716
H 18.7232 -13.6910 4.8220
C 20.8527 -17.0747 2.4240
S 20.3870 -17.4985 4.2012
O 19.1849 -16.7917 4.7792
C 19.7251 -19.2161 3.9666
H 19.9230 -16.9878 1.8617
H 21.1145 -18.0349 1.9794
H 21.4902 -16.2394 2.1346
H 19.1366 -19.2472 3.0496
H 19.1168 -19.4910 4.8282
H 20.5494 -19.9276 3.9177
C 11.6639 -15.7190 4.1489
C 11.9934 -17.1262 4.0938
O 10.7029 -17.7403 3.6851
C 9.7297 -16.8347 3.7635
O 8.5062 -16.9481 3.5349
O 10.2796 -15.6897 3.9220
H 12.1377 -15.2759 3.2729
H 11.8892 -15.2288 5.0960
H 12.3906 -17.3636 5.0807
H 12.7088 -17.2870 3.2873
*
```

Mulliken population analysis, charges in e, atoms 1 to 5:
1 Sr 1.92
2 C 0.21
3 F -0.13
4 F 0.03
5 F -0.01